Here is a molecular structure, C40H33B3BrFO15 from the OMol25 dataset. Energies are from wB97M-V/def2-TZVPD.

For the total energy, the calculation gives -5421.27340 a.u. Its maximum force is 0.9 eV/A. As for the lowest unoccupied orbital energy: -1.76 eV.

```
93
Properties=species:S:1:pos:R:3:forces:R:3
Br 6.48808 -1.55645 1.15597 -0.09 0.04 0.27
F 6.65604 3.23983 1.79312 -0.08 -0.34 0.11
O -0.66303 -0.46453 3.54709 -0.07 -0.09 -0.05
O 6.43371 1.00188 2.46967 0.06 -0.06 -0.68
O -5.64699 -2.23586 -5.77092 0.01 0.00 -0.03
O 10.22254 2.90806 -2.42335 0.03 -0.02 -0.01
O 14.54248 1.13155 -7.08357 0.03 -0.01 -0.01
O -9.20643 -4.50655 -1.24345 0.04 0.00 0.02
O 4.30799 0.03524 2.20391 0.26 -0.09 -0.79
O -7.73430 -1.86352 -0.92097 -0.05 0.10 -0.12
O 4.87409 1.97982 0.95124 0.02 0.07 0.64
O -13.25286 -4.00240 2.13508 -0.02 0.01 0.01
O -7.11991 -5.35433 2.71766 -0.03 -0.01 0.02
O 5.46700 5.23213 -2.31610 -0.02 0.01 0.01
O -4.96811 -0.52030 2.85912 -0.11 -0.04 -0.04
O 9.75416 3.37487 -6.79409 0.03 -0.01 0.07
O -2.77510 -0.09234 8.38714 0.00 -0.01 0.02
C -9.99996 -4.79203 0.95807 0.01 -0.04 -0.02
C 8.40922 3.65350 -1.11756 -0.01 -0.02 0.05
C 10.85257 2.85917 -6.85320 0.04 -0.02 0.00
C -7.56317 -1.84136 -4.46283 -0.03 0.01 0.04
C -10.13143 -4.39338 -0.46601 -0.02 0.00 0.00
C -2.58945 -0.06868 4.84201 0.07 0.09 0.00
C -6.62548 -4.24627 2.74815 0.00 0.03 -0.02
C -5.25536 -2.59560 3.93757 0.00 0.00 0.01
C 1.58777 1.75584 3.39691 -0.02 0.29 0.18
C 7.28202 4.48773 -3.61834 0.01 -0.01 0.04
C -7.25510 -1.94853 -2.03322 -0.05 -0.06 -0.02
C 11.58074 2.43713 -5.62908 -0.05 0.02 0.01
C -6.29247 -2.06548 1.67963 0.10 -0.01 0.15
C -6.12497 -2.15168 -4.66191 0.00 -0.01 -0.01
C -5.79556 -3.80999 3.89977 0.03 0.00 0.03
C -0.85255 -0.48381 7.08762 0.04 0.00 -0.03
C -12.32538 -4.11832 1.36473 0.00 0.00 0.02
C -1.14945 -0.37875 4.65423 -0.01 0.00 0.04
C 2.39127 1.31933 1.01073 0.24 0.09 0.21
C -8.08577 -1.74736 -3.24381 -0.02 0.00 -0.04
C 7.21379 4.23657 -1.09176 0.02 0.02 -0.08
C -6.83063 -3.28146 1.64067 0.04 0.00 0.05
C -2.29314 -0.17539 7.27838 -0.02 0.01 0.01
C -11.01739 -4.66379 1.80558 0.03 0.02 -0.02
C -5.29385 -2.35422 -3.44748 0.01 0.00 0.05
C 9.13148 3.44227 -2.39508 -0.01 0.00 -0.01
C -5.46229 -1.62946 2.82847 -0.04 -0.03 -0.03
C 12.71745 2.06769 -8.23543 -0.04 0.02 -0.03
C -0.32252 -0.57875 5.87146 0.01 -0.01 0.04
C 2.13706 3.70238 1.85652 -0.45 -0.16 -0.43
C 8.47733 3.90465 -3.64178 -0.04 0.04 -0.08
C 12.78407 1.87510 -5.70562 -0.03 0.02 -0.01
C -11.43961 -3.85003 -0.90846 -0.03 0.02 0.01
C -12.45595 -3.72107 -0.06075 0.02 0.01 -0.05
C 13.44766 1.64493 -7.01305 0.01 -0.01 0.02
C 11.51466 2.62965 -8.16119 0.03 -0.01 -0.03
C -3.11679 0.02548 6.06050 0.01 -0.02 -0.03
C -5.81812 -2.25957 -2.22920 0.01 -0.01 -0.01
C 6.55550 4.70070 -2.34092 0.01 -0.01 -0.03
C 1.63119 2.26576 1.96324 0.01 -0.02 -0.07
B 5.66918 -0.07658 2.05650 0.10 -0.27 0.83
B 5.99600 2.08350 1.74689 0.19 0.51 -0.12
B 3.88079 1.09692 1.40958 -0.43 0.14 -0.20
H 9.01737 3.74269 -4.56695 -0.02 0.00 -0.02
H -11.51402 -3.56805 -1.95123 0.03 -0.02 -0.01
H 2.44576 2.07242 3.99267 0.22 -0.03 -0.10
H 1.87677 0.36144 0.98361 -0.09 -0.11 -0.06
H -9.13099 -1.52304 -3.07488 0.00 -0.01 0.04
H 1.82643 4.09694 0.89004 0.09 0.13 -0.13
H -9.04115 -5.19251 1.26446 -0.01 -0.05 -0.01
H 0.70977 2.18079 3.88018 -0.07 0.01 0.19
H 1.49894 0.67733 3.44905 0.00 -0.17 -0.04
H 6.78646 4.83107 -4.51749 -0.02 0.01 0.01
H 2.37397 1.76903 0.01845 -0.03 -0.07 -0.19
H -5.22939 -2.40421 -1.33192 -0.02 0.00 0.01
H 11.08566 2.60982 -4.68012 0.02 -0.01 0.01
H -7.43568 -3.61981 0.81000 0.04 0.05 -0.06
H -10.94315 -4.94878 2.84741 -0.03 0.00 0.00
H -6.43334 -1.35020 0.88396 -0.04 0.03 0.00
H 0.60122 2.28495 1.60971 -0.15 -0.09 -0.05
H -4.24864 -2.58066 -3.61459 0.00 0.00 -0.04
H 3.21982 3.78053 1.88385 0.14 0.06 0.32
H 6.67000 4.40061 -0.17367 -0.05 0.04 0.00
H 0.72440 -0.80357 5.70995 -0.01 0.00 -0.03
H -0.26942 -0.62530 7.98868 -0.03 0.01 0.02
H -4.16395 0.25168 6.22180 0.01 0.01 0.02
H 10.96498 2.94445 -9.03909 -0.03 0.01 0.02
H 13.33278 1.56071 -4.82712 0.02 -0.01 -0.01
H -3.17924 0.07354 3.94511 0.06 -0.02 0.05
H -5.65984 -4.53190 4.69513 -0.02 -0.02 -0.02
H 1.66183 4.32763 2.60768 0.18 0.11 0.21
H 8.90669 3.30915 -0.21911 0.02 0.00 -0.01
H -8.15133 -1.69899 -5.36020 0.03 -0.01 -0.02
H 13.21941 1.89138 -9.17818 0.03 -0.02 0.02
H -4.64702 -2.25687 4.76663 0.01 0.02 -0.01
H -13.41783 -3.32617 -0.36187 -0.02 0.00 0.04
```
Forces are in eV/Å.

Here is a molecular structure, C40H33CrF5N7O3 from the OMol25 dataset. Energies are from wB97M-V/def2-TZVPD.

For the total energy, the calculation gives -3696.73972 a.u. Its maximum force is 0.7 eV/A. As for the lowest unoccupied orbital energy (spin up / spin down): -1.12 / -1.12 eV. As for the expectation value of S²: 0.759. As for the spin multiplicity: 2.

```
89
Properties=species:S:1:pos:R:3:forces:R:3
Cr 0.38017 -0.61550 -0.15011 0.26 0.43 0.56
F 1.13902 -0.61618 4.25324 0.04 0.01 -0.01
F -3.16499 -0.38146 6.13692 0.00 0.00 0.01
F -4.24623 -0.67246 3.64791 -0.05 0.00 -0.01
F -0.45016 -0.35927 6.40153 0.02 0.00 0.05
F -2.69370 -0.94237 1.49701 -0.02 -0.10 0.08
O -5.38505 5.28698 0.53390 -0.19 -0.08 0.17
O -3.60711 5.96774 1.51993 0.09 -0.04 0.26
O 0.11807 -0.92729 1.77860 -0.03 -0.02 -0.39
N -0.72751 1.65489 1.38535 0.10 -0.02 0.06
N -1.78599 0.28091 -0.65626 -0.14 0.22 -0.08
N -0.30942 -2.46923 -0.53111 0.02 -0.23 -0.02
N 0.47353 -0.77710 -2.27879 0.01 0.01 -0.10
N -4.25951 5.11896 0.94900 0.29 0.05 -0.52
N 1.73375 0.92380 -0.03822 -0.26 -0.13 -0.11
N 2.12339 -1.56913 0.22920 0.08 -0.24 0.07
C -4.22068 1.11464 -1.79744 -0.03 -0.01 -0.03
C -0.64178 -4.50544 -4.51873 -0.01 0.03 -0.02
C -2.09902 -0.80584 2.69767 0.03 -0.08 0.01
C 1.58082 2.35391 -0.30986 -0.01 -0.04 0.01
C -0.69717 -0.80783 2.78078 -0.10 0.07 0.00
C -0.74797 3.34200 3.05283 0.03 -0.01 0.04
C -2.45258 -0.45160 -1.52963 0.04 -0.06 -0.02
C 4.83854 1.43948 1.98601 0.08 -0.04 0.05
C -3.58468 1.89119 -0.81732 -0.05 0.09 0.01
C 3.59903 1.53093 1.35394 -0.11 -0.03 -0.11
C -4.15541 3.12459 -0.36955 -0.01 -0.10 -0.12
C -0.56735 -2.03726 -4.07202 0.00 0.01 -0.01
C 5.75836 0.41909 1.98548 -0.06 0.09 0.01
C -0.20624 2.19806 2.45830 0.01 0.06 0.02
C -2.41322 3.37491 1.32117 -0.06 0.00 0.00
C 3.15167 -0.84604 0.57776 -0.11 0.07 -0.01
C 1.94016 1.17163 -3.08054 0.00 -0.01 0.04
C -0.83591 -3.16684 -4.82274 0.00 -0.01 0.01
C 4.47498 -1.35385 0.75053 0.12 0.00 0.00
C -3.66194 -0.08392 -2.13244 -0.01 0.00 0.01
C -0.32738 -3.40600 0.58663 -0.01 0.04 -0.10
C -1.84146 3.93986 2.47925 -0.08 -0.01 -0.11
C -0.21799 -2.95360 -1.75213 0.02 0.02 0.01
C -2.37615 -0.51429 5.06375 -0.03 0.01 -0.01
C 2.19747 -3.02750 0.24536 0.05 0.03 -0.05
C -1.81304 2.19496 0.83745 0.00 -0.06 -0.09
C 2.84598 0.59613 0.62819 0.09 0.05 0.11
C 5.58163 -0.81417 1.35477 -0.04 -0.10 -0.03
C 0.68128 2.67095 -1.49318 -0.02 -0.02 0.00
C -0.11936 -4.32613 -2.07095 0.02 -0.09 -0.04
C -2.91829 -0.66388 3.80275 0.04 0.00 0.00
C -0.19106 -0.65978 4.08413 0.00 -0.01 0.01
C 1.45102 2.58706 -2.80248 0.01 0.03 -0.01
C -2.38692 1.43597 -0.25845 0.05 -0.06 -0.04
C -0.27037 -4.98945 -3.27618 0.01 -0.01 0.06
C 1.10360 -3.67728 1.09160 -0.02 0.01 0.01
C -0.04553 -1.89410 -2.75588 0.00 -0.02 -0.07
C 0.77932 0.20859 -3.32508 -0.05 -0.01 0.04
C -3.59354 3.83209 0.62351 -0.02 0.09 0.28
C -0.99886 -0.51293 5.19331 0.03 0.00 0.00
H 0.26755 3.67542 -1.36697 0.01 0.00 0.00
H 1.22378 2.88683 0.57396 0.00 -0.01 0.03
H 6.44893 -1.46742 1.35635 0.00 0.02 0.00
H 3.11626 2.49132 1.47380 0.04 0.01 0.01
H 2.56088 0.80342 -2.26494 0.02 0.00 0.01
H 0.67855 1.71067 2.86005 0.00 0.03 0.00
H 0.81790 2.91575 -3.63369 0.01 -0.01 0.00
H 1.30494 -4.75196 1.10362 -0.01 0.00 0.02
H 2.57215 2.77139 -0.52418 0.01 0.01 -0.02
H -0.12822 0.79001 -3.55047 0.00 0.01 0.00
H 5.13081 2.33549 2.52468 -0.01 0.00 0.00
H -4.11832 -0.75274 -2.84813 0.00 0.00 0.00
H -5.05398 3.49678 -0.84120 0.00 -0.02 0.01
H -0.92440 -2.97373 1.37815 -0.05 0.07 0.08
H -0.83030 -4.32738 0.29159 0.01 0.00 0.02
H -0.16396 1.98016 -1.51071 0.00 0.00 -0.01
H -0.30622 3.74879 3.95234 0.00 0.00 -0.01
H 2.56945 1.17912 -3.97287 -0.01 0.01 -0.01
H -5.14591 1.45943 -2.24292 0.01 0.00 0.00
H -0.12552 -6.06322 -3.21454 0.00 0.00 0.00
H -2.26504 4.82814 2.91383 -0.04 0.07 0.01
H -0.80890 -5.22705 -5.30772 0.00 0.00 0.01
H 0.10910 -4.97260 -1.23452 0.01 0.01 -0.03
H 1.20365 -3.31621 2.11523 0.00 0.01 0.00
H 2.15517 -3.39838 -0.78310 -0.01 0.00 -0.02
H -0.77769 -1.10562 -4.57943 -0.01 -0.03 0.00
H 6.70314 0.59358 2.48373 -0.01 -0.01 0.00
H -2.02488 -1.40844 -1.77675 -0.03 0.05 0.02
H 3.14356 -3.36512 0.66062 0.01 -0.01 0.01
H 1.00904 -0.34798 -4.23507 0.02 0.00 0.00
H 2.29822 3.27837 -2.76463 0.00 0.00 0.00
H 4.63838 -2.33706 0.33380 -0.01 0.01 -0.02
H -1.21634 -2.96136 -5.81857 0.00 0.00 0.00
```
Forces are in eV/Å.

Here is a molecular structure, C40H33LiN5O2PS from the OMol25 dataset. Energies are from wB97M-V/def2-TZVPD.

For the total energy, the calculation gives -2715.48372 a.u. Its maximum force is 1.4 eV/A. As for the lowest unoccupied orbital energy: -0.70 eV.

```
83
Properties=species:S:1:pos:R:3:forces:R:3
S -2.90237 -0.05306 0.11737 -0.17 -0.50 -0.22
P 0.37670 -0.65079 1.41514 -0.47 0.56 0.85
O 3.74852 -2.03188 -6.64165 0.96 0.31 0.01
O 1.92492 -3.11793 -7.39768 -0.59 -0.41 -0.65
N -2.26431 2.38971 -0.53899 -0.01 0.35 0.51
N -2.60815 1.99041 1.74878 -0.17 0.34 0.71
N 1.92099 -2.47477 -0.56340 -0.24 -0.15 -0.39
N 0.53743 -1.67389 -2.82563 -0.15 0.11 0.26
N -2.02397 -0.46906 -3.13046 0.33 0.07 0.01
C 3.74655 -0.05787 3.63262 0.11 0.08 -0.03
C 1.16873 2.77192 -0.54993 0.13 0.20 -0.12
C 1.08743 3.40466 1.76178 0.03 0.01 0.17
C -1.59736 -1.45938 -3.91317 -0.38 -0.08 -0.26
C 1.55591 -0.65358 2.82472 0.17 -0.24 -0.14
C 1.35313 3.72406 0.43944 0.06 -0.11 -0.14
C 2.57319 -1.92645 -1.58689 0.52 -0.08 0.38
C -2.47764 -3.19217 2.61107 -0.12 -0.11 0.04
C 3.92011 -2.37488 0.73390 0.03 -0.05 -0.14
C 0.47899 -1.92585 -5.20144 -0.03 -0.02 0.40
C -2.90467 -1.20430 3.88811 0.04 0.12 0.06
C 1.85916 -1.87333 -2.86611 0.13 -0.17 -0.80
C 2.54754 -2.12586 -4.04634 -0.32 0.23 0.11
C -1.98840 3.69708 -0.33239 -0.07 -0.02 0.20
C 4.57876 -1.72324 -0.30066 -0.17 -0.13 0.10
C -2.02410 4.16118 0.95528 -0.12 -0.16 -0.05
C -3.22170 -2.51302 3.56208 0.00 -0.08 -0.02
C 2.58740 -2.70472 0.55832 0.29 -0.14 0.20
C 2.20138 -1.16465 5.08829 0.13 -0.01 0.14
C -1.84977 -0.55904 3.26848 0.09 -0.15 -0.03
C -2.57443 1.52271 0.50154 -0.09 -0.19 -0.94
C -1.66668 4.53716 -1.51818 -0.02 -0.06 0.00
C -4.24067 -0.82163 -3.96184 0.08 -0.03 -0.06
C 2.60522 -2.47175 -6.60956 -0.71 0.30 1.17
C -2.33805 3.25142 1.99085 0.00 0.19 -0.58
C 2.81144 -0.08291 2.61755 -0.03 -0.04 0.03
C 0.50027 1.16086 1.12222 -0.10 -0.20 -0.15
C -3.31096 -0.15760 -3.17868 -0.35 0.01 -0.15
C -0.14470 -1.70715 -3.97288 0.57 0.04 -0.53
C -1.43232 -2.54689 1.97907 0.14 0.20 -0.05
C 3.44621 -0.60223 4.87135 -0.07 0.02 0.11
C -1.11693 -1.22537 2.29528 0.24 -0.04 -0.03
C -3.80966 -1.90406 -4.71316 0.10 0.13 0.03
C 0.74137 1.50166 -0.20741 -0.10 -0.22 0.10
C 0.67446 2.13109 2.10781 -0.08 0.01 -0.14
C 1.84734 -2.14969 -5.24399 0.35 -0.19 -0.56
C 3.89822 -1.49619 -1.47813 -0.22 0.04 0.01
C -2.35917 3.69975 3.41225 -0.02 0.09 -0.07
C 1.26473 -1.20111 4.06911 -0.12 -0.07 -0.16
C -2.46438 -2.22036 -4.70094 0.04 0.07 0.14
Li -0.19812 -1.40327 -1.02200 -0.01 -0.26 0.01
H 0.52176 1.87748 3.14761 0.02 -0.04 0.09
H -1.62427 0.46561 3.51444 0.06 0.07 0.06
H 1.72607 4.70338 0.18321 0.01 0.15 -0.03
H -1.56006 3.19670 3.95532 0.04 -0.02 0.08
H -2.21856 4.77574 3.47893 0.00 0.02 0.11
H -2.07628 -3.04552 -5.27626 0.05 -0.07 -0.08
H -3.62909 0.66657 -2.55727 -0.09 0.03 0.11
H 0.62067 0.74303 -0.98136 0.10 0.23 0.01
H -2.22532 1.97828 -1.46655 0.06 0.04 0.14
H -2.71391 -4.21706 2.35992 -0.03 -0.03 -0.01
H 0.30010 -1.65107 4.25256 -0.02 -0.02 0.01
H -1.80431 5.19081 1.17851 0.03 0.13 -0.06
H -4.50510 -2.47538 -5.30953 -0.04 -0.05 -0.06
H 4.42722 -2.59718 1.65831 -0.02 -0.04 0.14
H -3.30497 3.41933 3.87183 -0.01 -0.02 0.04
H 4.17260 -0.57412 5.66841 0.10 0.00 0.08
H 4.71163 0.39553 3.46580 0.12 0.04 -0.05
H 3.61140 -2.31437 -4.06235 0.04 0.04 0.00
H 2.02340 -3.17270 1.35650 0.03 0.00 0.08
H -0.07002 -1.91566 -6.13120 -0.12 -0.12 -0.03
H -4.04744 -3.00555 4.05197 -0.09 -0.05 0.06
H 4.36173 -0.98335 -2.30322 0.10 0.01 -0.17
H -2.49439 4.52173 -2.22706 -0.02 0.02 -0.05
H 1.38783 3.00606 -1.58297 0.04 0.01 -0.05
H -5.26985 -0.49792 -3.98957 -0.07 0.01 0.10
H -1.47863 5.56281 -1.21559 0.01 0.03 -0.01
H 1.23020 4.14858 2.53136 0.03 0.08 0.10
H -0.78110 4.14575 -2.01767 0.02 0.01 -0.06
H 3.04916 0.34891 1.65354 0.06 0.03 -0.03
H -0.85523 -3.05999 1.21407 -0.02 -0.07 0.05
H -3.47898 -0.68181 4.63768 -0.11 0.06 0.06
H 1.95136 -1.56941 6.05839 -0.01 -0.07 0.05
H 5.60484 -1.40895 -0.18867 0.11 0.04 0.00
```
Forces are in eV/Å.

Question: Number 3 is which compound?
Answer: C40H33LiN5O2PS

Question: Look up the maximum force of the first one.
Answer: 0.9 eV/A

Question: The highest maximum force belongs to which entry?
Answer: C40H33LiN5O2PS